Computed, not measured: a structure of composition C31H43Cl5IN5O4Rb at a distorted geometry, with ωB97M-V/def2-TZVPD.

```
90
Properties=species:S:1:pos:R:3
I 3.242 -2.195 4.172
Rb 0.796 -0.086 2.228
Cl -1.814 -4.452 1.388
Cl 0.680 -4.488 6.140
Cl 0.228 -1.416 6.375
Cl -0.351 -6.008 3.630
Cl -1.295 0.097 4.181
O 3.204 -1.145 0.626
O -0.318 1.607 0.979
O -1.602 2.950 2.203
O 1.175 -1.780 0.014
N -0.722 -1.412 -1.656
N 0.034 1.496 -1.872
N -2.494 1.136 -0.601
N 1.828 -0.839 -2.580
N 1.988 -3.880 2.148
C -1.036 -1.601 3.970
C -0.842 -2.494 -2.666
C -0.284 3.906 -1.294
C -2.897 2.318 -1.333
C -1.830 -2.096 -3.762
C 0.547 -2.806 -3.257
C 0.085 3.211 -3.664
C 2.940 -4.868 0.213
C 1.376 -1.605 -3.724
C -1.473 -2.194 2.782
C -0.177 -3.638 4.905
C -1.419 2.024 1.413
C 2.092 0.563 -2.833
C -1.293 -3.796 -1.994
C 4.300 -3.544 1.669
C -0.516 2.782 -2.316
C -0.394 -2.270 5.006
C 1.484 1.433 -1.726
C 2.808 -1.467 -1.712
C 4.176 -4.318 0.530
C 1.870 -4.617 1.058
C -1.254 -3.568 2.776
C 2.519 -2.055 -4.651
C 3.153 -3.358 2.422
C 2.366 -1.440 -0.224
C -2.865 -0.146 -1.148
C -2.023 2.570 -2.569
C -4.379 2.323 -1.763
C -1.858 -1.226 -0.724
C -0.631 -4.303 3.774
C -2.670 1.280 0.833
H -0.869 4.788 -1.543
H -0.738 -3.954 -1.073
H -2.752 3.156 -0.646
H 0.767 4.187 -1.268
H -2.363 -2.177 -0.584
H 0.169 -1.624 -1.008
H 0.880 -5.012 0.869
H 0.716 -0.945 -4.299
H 1.733 0.983 -0.766
H -1.436 -0.943 0.242
H -0.553 3.575 -0.297
H -0.484 -0.487 -2.065
H -2.354 -3.812 -1.762
H -3.869 -0.466 -0.815
H 1.958 2.418 -1.745
H -3.590 1.824 1.095
H -2.127 1.734 -3.267
H -4.674 3.329 -2.055
H 3.792 -0.985 -1.781
H 5.226 -3.060 1.939
H 3.186 -2.731 -4.122
H -2.414 3.463 -3.067
H -2.888 -0.053 -2.234
H 3.086 -1.184 -4.974
H 2.137 -2.572 -5.529
H -2.711 0.303 1.316
H 5.034 -4.480 -0.110
H 0.403 -3.483 -4.101
H -1.920 -2.902 -4.489
H -5.010 2.002 -0.939
H 3.171 0.765 -2.906
H -0.339 4.169 -3.958
H 2.944 -2.521 -1.975
H 2.818 -5.474 -0.674
H 1.110 -3.341 -2.493
H -4.555 1.654 -2.604
H -2.813 -1.914 -3.334
H -0.367 1.363 -0.937
H 1.164 3.324 -3.611
H -1.497 -1.199 -4.280
H -0.152 2.484 -4.439
H -1.093 -4.633 -2.660
H 1.635 0.852 -3.782
```

Properties
Orbital gap ... 0.257 Ha
Charge ... -1
Strongest force on any atom ... 2.2 eV/Å
HOMO level ... -4.937 eV

Löwdin population analysis, charges in e, atoms 1 to 4: I 0.959; Rb 0.882; Cl 0.660; Cl 0.628



Computed, not measured: a structure of composition C34H26F12O20Zr2 at a distorted geometry, with ωB97M-V/def2-TZVPD.

```
94
Properties=species:S:1:pos:R:3
Zr -4.722 -1.400 1.118
Zr 2.333 1.075 0.236
F -6.613 3.395 3.700
F -0.554 4.298 1.448
F -0.508 -6.652 -3.561
F 2.054 -3.918 -0.312
F 0.663 -4.815 -2.874
F -4.980 3.079 2.358
F 3.602 -4.375 -1.705
F -5.045 1.962 4.199
F -1.494 -4.965 -2.508
F -0.130 5.438 3.282
F 2.289 -2.736 -2.206
F 0.965 5.748 1.468
O 1.255 -2.998 2.964
O 0.215 -4.173 -5.420
O 3.321 -1.323 0.114
O -4.066 0.690 -0.188
O 2.878 2.856 -0.705
O 3.376 0.709 -1.558
O 6.684 2.410 -4.495
O -7.848 1.523 2.571
O 5.119 -2.551 -0.734
O -3.293 -1.947 -0.765
O 2.058 4.015 3.821
O 1.084 -0.445 -0.873
O -5.929 0.476 1.964
O 6.149 5.069 -3.244
O -3.351 -0.281 2.310
O 0.342 1.772 -0.311
O 1.558 2.830 1.922
O 1.367 -0.025 2.038
O -3.182 -2.749 1.803
O -1.998 -4.214 -4.970
C -0.101 -0.317 -1.166
C -2.294 -3.325 -6.004
C 3.790 -2.352 -0.496
C 7.423 -2.087 -0.519
C 5.038 1.526 -3.194
C -2.125 -2.285 2.283
C 3.770 2.998 -1.533
C -2.446 -1.014 -0.938
C -0.530 -5.260 -3.400
C 2.895 -3.365 -1.176
C -9.991 0.348 2.417
C -0.731 -4.537 -4.722
C -2.021 1.408 -0.597
C 2.833 2.916 4.363
C -5.773 2.535 3.235
C 4.114 3.389 5.079
C 0.303 -0.678 2.410
C 4.539 4.173 -2.014
C -0.833 -2.918 2.505
C 0.366 4.833 2.213
C 6.064 -1.670 -0.093
C 5.838 2.586 -3.511
C -2.894 0.417 -0.705
C -2.156 -0.659 2.348
C 4.068 1.611 -2.115
C 0.294 -2.210 2.642
C -0.840 0.060 2.324
C -2.013 -1.924 -5.615
C -8.544 0.312 2.050
C 5.563 3.984 -2.888
C 1.367 3.812 2.647
C -1.185 -1.342 -1.213
C -0.611 1.128 -0.717
C -6.521 1.401 2.509
H 3.895 4.164 5.814
H -1.813 -3.584 -6.947
H -2.371 -1.097 -6.229
H 4.703 2.643 5.613
H -0.805 -3.985 2.672
H 7.495 -1.746 -1.551
H 2.088 2.393 4.963
H -10.335 1.377 2.306
H -2.215 2.371 -0.147
H 5.886 -0.716 -0.591
H 4.781 3.968 4.441
H -0.947 -1.790 -5.429
H -8.429 0.313 0.966
H 7.657 -3.136 -0.332
H -8.209 -0.597 2.550
H 4.261 5.179 -1.736
H -0.857 1.109 2.065
H 3.088 2.147 3.633
H -10.630 -0.341 1.865
H -3.353 -3.578 -6.063
H -0.885 -2.365 -1.384
H 5.883 -1.617 0.980
H -10.091 0.333 3.502
H -2.514 -1.659 -4.684
H 8.223 -1.611 0.048
H 5.237 0.553 -3.619
```

Properties
Orbital gap ... 0.087 Ha
Charge ... +2
Strongest force on any atom ... 9.1 eV/Å
HOMO level ... -11.546 eV

Löwdin population analysis, charges in e, atoms 1 to 4: Zr 2.250; Zr 2.148; F 0.257; F 0.202



Computed, not measured: a structure of composition C63H84AsCl2N2O7Sc at a distorted geometry, with ωB97M-V/def2-TZVPD.

```
160
Properties=species:S:1:pos:R:3
As -2.176 2.148 -0.699
Sc -0.187 0.292 -0.662
Cl 1.516 2.288 -3.207
Cl -9.023 1.226 2.724
O 0.644 2.656 -4.264
O -1.240 -1.098 0.300
O 2.264 3.414 -2.782
O 2.411 1.284 -3.669
O 0.735 1.776 -2.108
O 0.835 1.335 0.701
O -0.494 -0.661 -2.332
N 2.037 -0.587 2.994
N 1.944 -0.959 -0.512
C -7.292 1.070 2.634
C 1.852 -2.005 -1.562
C -4.530 0.725 2.505
C -2.930 3.676 3.747
C 2.497 4.603 3.371
C -3.397 3.882 1.400
C -3.082 0.516 2.377
C -3.983 2.388 -1.597
C 3.245 -1.141 -7.419
C 4.336 3.398 -0.122
C 3.007 1.382 -0.267
C -0.016 5.632 -3.113
C -1.324 -3.334 -0.646
C -6.570 0.853 3.799
C 0.314 4.292 2.296
C -1.119 5.009 -3.667
C -4.565 3.650 -1.738
C 4.125 2.124 -0.616
C 2.393 -1.696 0.685
C -2.205 1.849 2.220
C 2.122 -1.856 -5.314
C -0.311 4.334 -1.120
C 0.688 -1.095 2.969
C 1.435 2.397 3.477
C 1.651 3.602 2.561
C -6.544 2.705 -2.718
C 2.449 -3.509 -7.164
C 2.664 -0.810 4.272
C -6.652 1.166 1.410
C -4.716 1.297 -2.062
C 0.386 5.290 -1.833
C -2.056 -2.195 0.106
C -1.168 0.525 -6.491
C -5.827 3.806 -2.280
C 1.541 -1.612 -2.987
C -2.555 -2.794 1.451
C -1.812 4.050 -2.949
C -1.344 -0.250 -5.174
C -2.324 -1.414 -5.395
C 4.771 5.557 -1.236
C 5.438 4.335 -0.589
C -5.976 1.447 -2.619
C 2.359 3.114 1.293
C 0.883 -1.303 -5.623
C -5.200 0.707 3.730
C 6.344 3.677 -1.632
C 2.003 1.917 0.585
C -2.654 2.752 1.096
C -0.015 -0.831 -4.682
C 6.301 4.765 0.609
C 2.429 -1.997 -3.973
C -5.288 0.981 1.358
C -2.195 2.566 3.531
C 3.056 -2.301 -6.432
C 2.961 0.014 -0.932
C -1.978 0.749 -4.201
C 2.938 -0.921 1.892
C -3.313 -1.847 -0.724
C 4.442 -2.701 -5.914
C -3.599 4.331 2.691
C 0.304 -0.991 -3.302
C -1.422 3.700 -1.658
C 3.456 3.830 0.860
H 0.443 5.160 1.650
H 4.003 -1.382 -8.166
H -4.767 1.045 0.413
H 7.128 5.403 0.292
H 3.958 -0.457 -0.804
H 2.791 -1.885 4.520
H 3.237 -2.349 0.373
H -1.209 1.423 1.996
H 3.382 0.023 1.560
H -0.120 4.632 3.237
H -3.323 -2.165 1.893
H 3.503 4.226 3.543
H -4.638 0.563 4.641
H 1.272 5.734 -1.405
H 3.551 -0.250 -6.877
H -4.000 4.527 -1.444
H -0.388 1.271 -6.360
H 3.075 -3.806 -8.008
H 2.320 -0.918 -7.942
H -4.165 5.233 2.881
H -2.853 -0.048 1.471
H 5.755 3.388 -2.498
H 2.830 0.164 -2.011
H -0.992 -2.963 -1.612
H 0.634 -2.182 3.176
H 0.129 -0.580 3.753
H -1.987 -4.185 -0.803
H -6.519 0.582 -2.980
H -2.953 4.124 4.737
H 2.360 -4.356 -6.487
H 3.756 -1.544 2.294
H 0.048 4.018 -0.154
H -0.399 3.608 1.848
H 4.380 -3.566 -5.255
H -3.932 -2.734 -0.870
H 2.817 -2.553 -1.593
H 6.712 3.885 1.102
H -3.789 4.487 0.590
H 4.888 -1.872 -5.371
H -1.642 2.103 4.341
H -2.678 -0.009 3.246
H -0.918 -0.121 -7.331
H 1.085 -2.713 -1.230
H -2.909 1.130 -4.630
H 2.400 1.974 3.754
H -0.466 -3.657 -0.058
H -3.902 -1.090 -0.210
H 3.373 -2.428 -3.672
H 3.641 4.795 1.302
H -7.085 0.789 4.746
H -1.731 -2.869 2.156
H 0.865 1.634 2.962
H 4.116 5.216 -2.035
H 5.513 6.248 -1.640
H -2.995 -1.464 -1.692
H 0.906 2.702 4.380
H -2.968 -3.788 1.278
H -3.286 -1.034 -5.744
H 4.162 6.092 -0.513
H 2.552 5.580 2.893
H 5.093 -2.961 -6.751
H 0.551 6.353 -3.688
H -2.476 -1.950 -4.461
H -4.285 0.308 -1.998
H -7.210 1.361 0.507
H 5.713 5.315 1.340
H 0.212 -0.873 2.010
H 1.458 -3.271 -7.542
H -1.932 -2.113 -6.134
H 4.812 1.680 -1.322
H 2.049 -0.353 5.049
H -2.646 3.542 -3.419
H -6.257 4.795 -2.370
H 6.820 2.791 -1.217
H -7.533 2.830 -3.140
H 7.124 4.369 -1.954
H -2.193 0.285 -3.240
H -1.420 5.241 -4.680
H 3.647 -0.336 4.284
H 2.016 4.744 4.339
H 0.618 -1.227 -6.667
H -1.295 1.583 -4.044
H -2.101 1.036 -6.737
H 1.575 -2.348 1.007
```

Properties
Orbital gap ... 0.159 Ha
Charge ... -2
Strongest force on any atom ... 3.2 eV/Å
HOMO level ... -0.565 eV

Löwdin population analysis, charges in e, atoms 1 to 4: As 1.406; Sc 0.793; Cl 0.690; Cl 0.598



Computed, not measured: a cluster of 3 separate species, C5H15NO4 in total at a distorted geometry, with ωB97M-V/def2-TZVPD.

```
25
Properties=species:S:1:pos:R:3
O 2.096 -1.167 2.483
O -2.278 -1.614 -0.369
O 2.053 -2.881 0.081
O -0.173 -1.653 -1.156
N -0.226 1.015 -0.120
C -0.847 1.306 1.166
C 0.238 3.575 -0.206
C -1.320 -1.052 -0.830
C 0.507 2.161 -0.725
C -1.226 0.459 -1.048
H -1.064 0.383 1.699
H 1.130 4.159 -0.452
H -2.227 0.846 -0.901
H -0.623 3.984 -0.713
H 0.225 2.232 -1.767
H 2.887 -1.198 1.940
H 1.679 -0.313 2.350
H -0.024 3.622 0.848
H 1.556 1.916 -0.628
H 1.692 -2.953 0.982
H -0.155 1.888 1.764
H -0.916 0.607 -2.080
H -1.769 1.891 1.106
H 1.804 -1.966 -0.116
H -0.149 -2.609 -0.957
```

Properties
SMILES string ... CCN(C)CC(=O)O.O.O
Orbital gap ... 0.352 Ha
Strongest force on any atom ... 1.3 eV/Å
HOMO level ... -9.067 eV

Löwdin population analysis, charges in e, atoms 1 to 4: O -0.048; O 0.109; O -0.070; O 0.087



Computed, not measured: a structure of composition C10H20CoN2PS at a distorted geometry, with ωB97M-V/def2-TZVPD.

```
35
Properties=species:S:1:pos:R:3
Co 1.979 -0.024 -1.305
S 1.304 0.781 0.680
P 1.882 -2.212 -0.858
N -1.266 1.304 0.737
N -0.676 -0.984 0.899
C 3.673 0.281 -2.994
C -2.657 1.294 1.294
C 1.493 1.616 -1.972
C 2.401 -0.336 -3.047
C 2.641 2.352 -2.304
C 3.787 1.674 -2.758
C -2.786 -2.196 1.278
C -1.558 -1.587 1.910
C -0.361 0.320 0.783
C -2.679 1.787 2.725
H -3.660 1.618 3.179
H 2.228 -1.236 -3.659
H -0.848 2.230 0.619
H 4.557 -0.306 -3.285
H -2.473 2.866 2.794
H 2.774 -3.189 -1.396
H 1.885 -2.624 0.527
H -0.959 -2.388 2.356
H 0.630 -2.824 -1.186
H -3.039 0.273 1.229
H 2.592 3.441 -2.212
H -1.945 1.242 3.334
H -3.544 -2.407 2.036
H -2.517 -3.129 0.779
H 0.106 -1.599 0.663
H 0.625 2.212 -1.620
H -3.229 -1.550 0.518
H -3.262 1.909 0.611
H -1.780 -0.843 2.679
H 4.685 2.235 -3.032
```

Properties
Orbital gap (spin up / spin down) ... 0.135 / 0.228 Ha
Spin multiplicity ... 4
Charge ... -1
Strongest force on any atom ... 4.1 eV/Å
HOMO level (spin up / spin down) ... -0.409 / -3.039 eV

Löwdin population analysis, charges in e, atoms 1 to 4: Co -0.161; S 0.564; P 0.723; N -0.054



Computed, not measured: a cluster of 3 separate species, C3H13NO3 in total at a distorted geometry, with ωB97M-V/def2-TZVPD.

```
20
Properties=species:S:1:pos:R:3
O -0.651 6.998 -1.391
O -1.297 -2.141 2.555
O 2.838 0.343 -1.741
N 0.527 -0.765 0.335
C -0.270 -2.808 1.727
C -0.323 0.187 -0.501
C -0.231 -2.174 0.375
H -0.371 -0.248 -1.617
H 0.533 -0.411 1.241
H -1.311 0.364 -0.131
H -0.556 6.291 -2.136
H -1.182 -2.003 -0.066
H 0.192 1.127 -0.656
H 0.609 -2.643 2.322
H -2.123 -2.392 2.161
H -0.601 -3.864 1.675
H 0.537 -2.675 -0.210
H -1.133 6.613 -0.745
H 2.641 -0.475 -2.037
H 2.172 0.677 -1.157
```

Properties
SMILES string ... CNCCO.O.O
Orbital gap ... 0.373 Ha
Strongest force on any atom ... 6.1 eV/Å
HOMO level ... -9.567 eV

Löwdin population analysis, charges in e, atoms 1 to 4: O -0.053; O -0.095; O -0.004; N -0.092



Computed, not measured: the molecule C15H23N3O3 at a distorted geometry, with ωB97M-V/def2-TZVPD.

```
44
Properties=species:S:1:pos:R:3
O -0.579 -1.441 1.596
O -1.859 -2.287 -0.073
O 0.539 1.051 1.458
N 5.971 0.011 0.597
N 2.831 2.273 0.470
N -0.333 0.639 -0.570
C -4.741 1.298 -0.079
C 0.644 1.038 0.237
C 1.960 1.484 -0.431
C 4.204 -1.684 -0.042
C -1.595 0.134 -0.060
C 2.727 0.209 -0.910
C -6.029 -1.153 0.186
C -4.714 -1.107 -0.362
C -4.074 0.138 -0.514
C -5.993 1.201 0.482
C 3.070 -0.691 0.242
C -1.407 -1.297 0.477
C 5.535 -1.012 -0.380
C -6.625 -0.008 0.608
C -2.702 0.186 -1.114
H 6.034 -0.408 1.518
H 2.482 3.235 0.444
H -6.532 2.099 0.783
H -0.276 -0.506 1.759
H 2.125 -1.235 0.484
H 3.640 0.478 -1.493
H 4.172 -2.384 0.808
H 6.290 -1.800 -0.458
H -0.095 0.666 -1.556
H 3.928 -2.403 -0.832
H 3.323 -0.039 1.100
H -7.624 -0.108 1.031
H -1.794 0.715 0.848
H 5.374 0.838 0.584
H -4.135 -1.990 -0.635
H -2.546 1.162 -1.595
H 2.107 -0.298 -1.692
H -6.495 -2.145 0.234
H 2.614 2.004 1.441
H -4.131 2.219 -0.019
H -2.463 -0.610 -1.838
H 1.688 2.003 -1.370
H 5.481 -0.476 -1.365
```

Properties
SMILES string ... NCCCC[C@H](N)C(=O)N[C@@H](Cc1ccccc1)C(=O)O
Orbital gap ... 0.346 Ha
Strongest force on any atom ... 2.9 eV/Å
HOMO level ... -9.037 eV

Löwdin population analysis, charges in e, atoms 1 to 4: O 0.082; O 0.097; O 0.047; N -0.007



Computed, not measured: the molecule C11H9NOS at a distorted geometry, with ωB97M-V/def2-TZVPD.

```
23
Properties=species:S:1:pos:R:3
S 2.475 2.068 0.836
O -0.827 -2.269 -1.095
N 1.052 1.099 -2.760
C 2.296 -1.402 -0.716
C -0.796 -0.367 0.240
C -2.159 -0.597 0.527
C -2.825 0.191 1.418
C 1.119 -0.955 -1.547
C -0.078 0.657 0.966
C 1.202 1.120 0.745
C 1.098 0.392 -1.757
C -2.210 1.263 2.120
C -0.849 1.500 1.844
C -0.307 -1.245 -0.783
H 1.497 1.984 -2.873
H -3.802 -0.047 1.772
H -2.830 1.940 2.609
H 3.029 -0.534 -0.689
H 2.922 -2.289 -1.014
H 1.927 -1.781 0.232
H -0.294 2.186 2.503
H -2.701 -1.475 0.000
H 1.061 -1.440 -2.578
```

Properties
Orbital gap (spin up / spin down) ... 0.226 / 0.300 Ha
Spin multiplicity ... 3
Strongest force on any atom ... 5.1 eV/Å
HOMO level (spin up / spin down) ... -6.742 / -9.336 eV

Löwdin population analysis, charges in e, atoms 1 to 4: S 0.725; O 0.105; N 0.207; C -0.051